ORCA calculation (ωB97M-V with the def2-TZVPD basis set) on a cluster of 10 separate species, C36H99N7O11 in total at a distorted geometry.

Last columns: bonded neighbours and bond lengths (Å).
CARTESIAN COORDINATES (ANGSTROEM)
1 C -5.4612 3.4122 -1.8329  C2 1.540, H7 1.087, H8 1.092, H9 1.093
2 C -4.6339 4.5378 -1.1849  C1 1.540, C3 1.529, N6 1.457, H10 1.100
3 C -5.4549 5.4693 -0.2926  C2 1.529, O4 1.406, H11 1.097, H12 1.097
4 O -6.2794 6.2481 -1.1241  C3 1.406, C5 1.398
5 C -7.1615 7.1111 -0.4675  O4 1.398, H13 1.097, H14 1.098, H15 1.088
6 N -3.4751 3.9555 -0.5210  C2 1.457, H16 1.014, H17 1.017
7 H -6.1734 3.7780 -2.5682  C1 1.087
8 H -5.8893 2.8251 -1.0181  C1 1.092
9 H -4.7511 2.7916 -2.3860  C1 1.093
10 H -4.3911 5.1519 -2.0648  C2 1.100
11 H -4.7836 6.1147 0.2866  C3 1.097
12 H -5.9488 4.8453 0.4623  C3 1.097
13 H -6.7342 7.6467 0.3890  C5 1.097
14 H -8.0481 6.6403 -0.0232  C5 1.098
15 H -7.5068 7.8248 -1.2131  C5 1.088
16 H -2.9069 3.4649 -1.2027  N6 1.014
17 H -2.8913 4.7268 -0.2059  N6 1.017
18 C 0.5664 -6.9036 2.6408  C19 1.534, H24 1.088, H25 1.100, H26 1.096
19 C 1.4795 -5.8601 1.9858  C18 1.534, C20 1.538, N23 1.459, H27 1.105
20 C 0.7124 -4.7788 1.2067  C19 1.538, O21 1.423, H28 1.094, H29 1.097
21 O -0.0905 -4.0245 2.1080  C20 1.423, C22 1.423
22 C -1.4272 -3.8000 1.6749  O21 1.423, H30 1.092, H31 1.089, H32 1.094
23 N 2.6339 -5.4108 2.7556  C19 1.459, H33 1.023, H34 1.017
24 H 0.0578 -7.5799 1.9570  C18 1.088
25 H -0.1031 -6.3394 3.3072  C18 1.100
26 H 1.0009 -7.5419 3.4184  C18 1.096
27 H 1.8519 -6.3864 1.0885  C19 1.105
28 H 0.1289 -5.2546 0.4135  C20 1.094
29 H 1.3968 -4.0330 0.7842  C20 1.097
30 H -1.4847 -3.2492 0.7335  C22 1.092
31 H -1.8966 -3.2598 2.4960  C22 1.089
32 H -1.8990 -4.7760 1.5303  C22 1.094
33 H 2.3264 -4.7065 3.4315  N23 1.023
34 H 2.7959 -6.2417 3.3188  N23 1.017
35 C 1.9360 1.7562 -5.8456  C36 1.490, H41 1.098, H42 1.092, H43 1.087
36 C 2.0599 0.7526 -4.7519  C35 1.490, C37 1.519, N40 1.474, H44 1.099
37 C 3.3976 0.7408 -4.0323  C36 1.519, O38 1.426, H45 1.092, H46 1.100
38 O 4.3159 0.0120 -4.8439  C37 1.426, C39 1.413
39 C 5.5676 -0.0723 -4.1943  O38 1.413, H47 1.097, H48 1.092, H49 1.092
40 N 1.0049 0.9593 -3.7429  C36 1.474, H50 1.025, H51 1.020
41 H 2.8644 1.6364 -6.4197  C35 1.098
42 H 2.0103 2.7810 -5.4766  C35 1.092
43 H 1.1047 1.5486 -6.5146  C35 1.087
44 H 1.8722 -0.2224 -5.2227  C36 1.099
45 H 3.3555 0.3225 -3.0239  C37 1.092
46 H 3.7669 1.7757 -3.9828  C37 1.100
47 H 6.1715 0.8123 -4.4298  C39 1.097
48 H 6.1863 -0.8821 -4.5867  C39 1.092
49 H 5.5019 -0.2089 -3.1130  C39 1.092
50 H 0.8355 0.1419 -3.1483  N40 1.025
51 H 0.0949 0.9738 -4.2029  N40 1.020
52 C 0.3993 5.4612 -1.0860  C53 1.499, H58 1.088, H59 1.103, H60 1.091
53 C 0.4312 4.6268 -2.3308  C52 1.499, C54 1.521, N57 1.483, H61 1.094
54 C 0.9318 5.3177 -3.5896  C53 1.521, O55 1.435, H62 1.093, H63 1.097
55 O -0.0564 6.2132 -4.1192  C54 1.435, C56 1.411
56 C 0.2218 6.7154 -5.4078  O55 1.411, H64 1.095, H65 1.093, H66 1.091
57 N 1.3387 3.4966 -2.0184  C53 1.483, H67 1.026, H68 1.019
58 H -0.0879 5.0494 -0.2045  C52 1.088
59 H -0.1975 6.3447 -1.3703  C52 1.103
60 H 1.3226 5.9515 -0.7724  C52 1.091
61 H -0.5313 4.1775 -2.5916  C53 1.094
62 H 1.0588 4.5798 -4.3861  C54 1.093
63 H 1.8079 5.9434 -3.3810  C54 1.097
64 H 1.0929 7.3790 -5.4038  C56 1.095
65 H -0.5836 7.4271 -5.6047  C56 1.093
66 H 0.1833 5.8936 -6.1242  C56 1.091
67 H 1.3481 2.6730 -2.6298  N57 1.026
68 H 2.2887 3.8457 -2.1403  N57 1.019
69 C 2.7304 -1.9982 -0.9188  C70 1.514, H75 1.087, H76 1.092, H77 1.102
70 C 2.3135 -2.9835 -1.9898  C69 1.514, C71 1.541, N74 1.478, H78 1.091
71 C 1.3915 -2.3887 -3.0718  C70 1.541, O72 1.429, H79 1.093, H80 1.092
72 O 0.2259 -1.6995 -2.6161  C71 1.429, C73 1.416
73 C -0.5483 -2.5765 -1.8184  O72 1.416, H81 1.090, H82 1.094, H83 1.093
74 N 3.5868 -3.3882 -2.6211  C70 1.478, H84 1.006, H85 1.012
75 H 3.2325 -1.1396 -1.3575  C69 1.087
76 H 3.2883 -2.4654 -0.1044  C69 1.092
77 H 1.8725 -1.6521 -0.3192  C69 1.102
78 H 1.8160 -3.8637 -1.5791  C70 1.091
79 H 1.1196 -3.1248 -3.8331  C71 1.093
80 H 1.9903 -1.6509 -3.6093  C71 1.092
81 H -1.3857 -2.0776 -1.3295  C73 1.090
82 H 0.0294 -2.9355 -0.9614  C73 1.094
83 H -0.8725 -3.4500 -2.3906  C73 1.093
84 H 4.4315 -3.3022 -2.0818  N74 1.006
85 H 3.7872 -2.9741 -3.5228  N74 1.012
86 C -6.2478 -4.0672 -1.0148  C87 1.519, H92 1.092, H93 1.095, H94 1.090
87 C -4.7868 -3.9943 -1.4225  C86 1.519, C88 1.512, N91 1.483, H95 1.094
88 C -4.3712 -2.5988 -1.8311  C87 1.512, O89 1.405, H96 1.097, H97 1.098
89 O -4.5591 -1.6838 -0.7822  C88 1.405, C90 1.414
90 C -4.0009 -0.4180 -1.0729  O89 1.414, H98 1.090, H99 1.096, H100 1.091
91 N -3.8972 -4.4376 -0.3217  C87 1.483, H101 1.010, H102 1.020
92 H -6.5971 -5.0914 -0.8715  C86 1.092
93 H -6.8662 -3.6509 -1.8174  C86 1.095
94 H -6.4845 -3.5148 -0.1057  C86 1.090
95 H -4.5904 -4.6296 -2.2906  C87 1.094
96 H -4.9308 -2.2805 -2.7193  C88 1.097
97 H -3.3182 -2.6585 -2.1375  C88 1.098
98 H -4.1434 0.3029 -0.2682  C90 1.090
99 H -4.5921 0.0269 -1.8817  C90 1.096
100 H -2.9385 -0.5257 -1.2991  C90 1.091
101 H -4.1925 -5.2172 0.2478  N91 1.010
102 H -3.9409 -3.5953 0.2520  N91 1.020
103 C -0.0223 0.3955 4.9082  O104 1.416, H112 1.094, H113 1.092, H114 1.092
104 O 0.0981 -0.9009 4.3508  C103 1.416, C105 1.405
105 C 1.3501 -1.1987 3.7868  O104 1.405, C106 1.538, H115 1.094, H116 1.098
106 C 2.0175 -2.2681 4.6673  C105 1.538, N107 1.465, H117 1.091, H118 1.100
107 N 1.2770 -3.5245 4.8029  C106 1.465, C108 1.465, H119 1.016
108 C 0.2909 -3.4514 5.8837  N107 1.465, C109 1.537, H120 1.098, H121 1.086
109 C 0.1677 -4.8050 6.6002  C108 1.537, O110 1.422, H122 1.097, H123 1.097
110 O 1.3998 -4.9921 7.2848  C109 1.422, C111 1.407
111 C 1.3890 -6.1637 8.0634  O110 1.407, H124 1.097, H125 1.088, H126 1.099
112 H -0.7772 0.3930 5.6998  C103 1.094
113 H -0.4099 1.0823 4.1526  C103 1.092
114 H 0.9265 0.6640 5.3783  C103 1.092
115 H 1.9902 -0.3493 3.5288  C105 1.094
116 H 1.2190 -1.7006 2.8186  C105 1.098
117 H 2.3521 -1.9119 5.6433  C106 1.091
118 H 2.9828 -2.5071 4.1960  C106 1.100
119 H 0.7749 -3.6771 3.9328  N107 1.016
120 H -0.7112 -3.3127 5.4577  C108 1.098
121 H 0.4854 -2.6729 6.6151  C108 1.086
122 H -0.0313 -5.5782 5.8474  C109 1.097
123 H -0.6052 -4.8428 7.3775  C109 1.097
124 H 0.4847 -6.1660 8.6853  C111 1.097
125 H 2.2857 -6.2460 8.6743  C111 1.088
126 H 1.3522 -7.0575 7.4259  C111 1.099
127 C 4.3108 2.2728 -0.2134  C128 1.503, H130 1.101, H131 1.090, H132 1.095
128 C 4.9044 3.4731 -0.8970  C127 1.503, O129 1.447, H133 1.097, H134 1.089
129 O 4.0879 4.6165 -0.5515  C128 1.447, H135 0.962
130 H 4.8149 1.3752 -0.6040  C127 1.101
131 H 3.2699 1.9513 -0.2396  C127 1.090
132 H 4.6078 2.2687 0.8409  C127 1.095
133 H 4.7221 3.3578 -1.9730  C128 1.097
134 H 5.9395 3.6603 -0.6134  C128 1.089
135 H 4.2224 5.2747 -1.2398  O129 0.962
136 C 2.3346 3.1418 4.2561  C137 1.506, H139 1.093, H140 1.094, H141 1.095
137 C 1.8803 3.3986 2.8436  C136 1.506, O138 1.418, H142 1.093, H143 1.096
138 O 0.6748 2.7079 2.5608  C137 1.418, H144 0.973
139 H 2.5702 2.0907 4.4398  C136 1.093
140 H 1.6748 3.3730 5.0976  C136 1.094
141 H 3.1974 3.7844 4.4603  C136 1.095
142 H 2.6626 3.1109 2.1373  C137 1.093
143 H 1.7221 4.4706 2.6821  C137 1.096
144 H 0.7340 2.2156 1.7234  O138 0.973
145 C -1.0041 -0.0262 1.1451  C146 1.531, H148 1.091, H149 1.088, H150 1.092
146 C -0.6136 0.8180 -0.0708  C145 1.531, O147 1.439, H151 1.095, H152 1.098
147 O 0.6653 1.4673 0.0482  C146 1.439, H153 0.972
148 H -0.2202 -0.7157 1.4623  C145 1.091
149 H -1.9138 -0.6118 1.0278  C145 1.088
150 H -1.1146 0.6889 1.9635  C145 1.092
151 H -1.3135 1.6375 -0.2667  C146 1.095
152 H -0.7440 0.1777 -0.9527  C146 1.098
153 H 0.5172 2.1957 -0.5787  O147 0.972

Results
HOMO-LUMO gap: 8.672 eV
structure (SMILES): COC[C@H](C)N.COC[C@H](C)N.COC[C@H](C)N.COC[C@H](C)N.COC[C@H](C)N.COC[C@H](C)N.COCCNCCOC.CCO.CCO.CCO
energy relative to the best compared isomer or geometry (same formula, charge and spin): 0.0 kcal/mol

These are the Löwdin partial charges, in e, on atoms 1 to 4: number 1, C, carries -0.059; number 2, C, carries -0.454; number 3, C, carries -0.215; number 4, O, carries -0.173